Entry 1:
Molecular formula: C14H16
Method: DFT, ωB97M-V/def2-TZVPD

Properties
Molar mass (g/mol): 184.3
Multiplicity: 1
HOMO energy (eV): -8.810
HOMO-LUMO gap (eV): 9.73
Energy (eV): -14777.456
Relative energy (zero: lowest compared OMol25 entry of this formula, charge and spin) (kcal per mole): 7.1

CARTESIAN COORDINATES (ANGSTROEM)
C (-0.95794, 2.28664, 3.49599)
C (0.82578, 0.71165, 0.52187)
C (-0.12175, 0.95407, 1.50198)
C (1.88337, 1.58782, 0.38128)
C (-0.06469, 2.08438, 2.30284)
C (1.96262, 2.73911, 1.17323)
C (0.97686, 3.01030, 2.08785)
H (0.71933, -0.06811, -0.20858)
H (-0.92197, 0.27072, 1.74584)
H (2.63406, 1.46614, -0.38361)
H (2.81755, 3.38333, 1.02407)
H (-2.01989, 2.25202, 3.23990)
H (-0.75064, 3.22444, 3.98825)
H (0.96189, 3.90064, 2.70015)
H (-0.84988, 1.46076, 4.20085)
C (-2.63806, -1.62189, -2.11144)
C (0.71033, -2.51651, -0.54821)
C (1.54134, -2.39575, -1.65437)
C (-0.63191, -2.17867, -0.66810)
C (-1.16443, -1.75786, -1.88121)
C (1.05989, -1.87146, -2.84148)
C (-0.29230, -1.56127, -2.94985)
H (1.10435, -2.82957, 0.40793)
H (2.56571, -2.71270, -1.54424)
H (-1.29475, -2.15573, 0.18946)
H (1.71540, -1.65761, -3.67663)
H (-2.87391, -0.74536, -2.69973)
H (-3.19855, -1.58778, -1.18828)
H (-0.63776, -1.22638, -3.92068)
H (-3.06005, -2.44538, -2.68506)

The molecule's Löwdin atomic charges, reported in e, are given here: atom 1 (C): -0.058, atom 2 (C): -0.076, atom 3 (C): -0.051, atom 4 (C): -0.088, atom 5 (C): -0.276, atom 6 (C): -0.091, atom 7 (C): -0.059, atom 8 (H): 0.068, atom 9 (H): 0.106, atom 10 (H): 0.098, atom 11 (H): 0.099, atom 12 (H): 0.078, atom 13 (H): 0.066, atom 14 (H): 0.102, atom 15 (H): 0.081, atom 16 (C): -0.053, atom 17 (C): -0.104, atom 18 (C): -0.104, atom 19 (C): -0.076, atom 20 (C): -0.281, atom 21 (C): -0.085, atom 22 (C): -0.053, atom 23 (H): 0.107, atom 24 (H): 0.098, atom 25 (H): 0.110, atom 26 (H): 0.102, atom 27 (H): 0.075, atom 28 (H): 0.071, atom 29 (H): 0.111, atom 30 (H): 0.083

Entry 2:
Molecular formula: C14H16
Method: DFT, ωB97M-V/def2-TZVPD

Properties
Molar mass (g/mol): 184.3
Multiplicity: 2
HOMO energy (alpha / beta) (eV): -11.763 / -11.723
Net charge: +1
HOMO-LUMO gap (alpha / beta) (eV): 7.54 / 3.74
Energy (eV): -14768.729
Relative energy (zero: lowest compared OMol25 entry of this formula, charge and spin) (kcal per mole): 8.0

CARTESIAN COORDINATES (ANGSTROEM)
C (2.65170, 0.23411, -2.56214)
C (-1.03339, 0.13186, -1.76970)
C (-1.32938, 1.48659, -1.74571)
C (0.20240, -0.27433, -2.20259)
C (1.27627, 0.67736, -2.39068)
C (-0.30243, 2.46082, -2.01730)
C (0.96507, 2.06414, -2.28621)
H (-1.71162, -0.64395, -1.43850)
H (-2.27293, 1.82621, -1.34957)
H (0.39156, -1.28076, -2.55422)
H (-0.51874, 3.51100, -1.85808)
H (2.79280, -0.78648, -2.88590)
H (3.08275, 0.35195, -1.54798)
H (1.73507, 2.76515, -2.56471)
H (3.26853, 0.92227, -3.13693)
C (0.69790, -3.06972, 1.90297)
C (0.07843, 0.67613, 2.35883)
C (-1.29499, 0.67607, 2.42915)
C (0.73675, -0.54873, 2.18982)
C (0.03567, -1.72485, 2.00210)
C (-2.03802, -0.48401, 2.19797)
C (-1.36562, -1.67949, 1.99430)
H (0.66294, 1.58426, 2.36913)
H (-1.87042, 1.53792, 2.72875)
H (1.82582, -0.57711, 2.18605)
H (-3.10726, -0.45062, 2.00771)
H (1.72179, -3.08084, 2.26899)
H (0.70290, -3.38898, 0.86349)
H (-1.94855, -2.59743, 1.96837)
H (0.17250, -3.79485, 2.51883)

The molecule's Löwdin atomic charges, reported in e, are given here: atom 1 (C): 0.002, atom 2 (C): -0.021, atom 3 (C): 0.058, atom 4 (C): 0.055, atom 5 (C): -0.159, atom 6 (C): 0.013, atom 7 (C): 0.006, atom 8 (H): 0.131, atom 9 (H): 0.132, atom 10 (H): 0.138, atom 11 (H): 0.132, atom 12 (H): 0.101, atom 13 (H): 0.140, atom 14 (H): 0.134, atom 15 (H): 0.110, atom 16 (C): -0.049, atom 17 (C): -0.090, atom 18 (C): -0.109, atom 19 (C): -0.060, atom 20 (C): -0.291, atom 21 (C): -0.087, atom 22 (C): -0.060, atom 23 (H): 0.101, atom 24 (H): 0.101, atom 25 (H): 0.111, atom 26 (H): 0.106, atom 27 (H): 0.079, atom 28 (H): 0.077, atom 29 (H): 0.116, atom 30 (H): 0.084

Entry 3:
Molecular formula: C14H16
Method: DFT, ωB97M-V/def2-TZVPD

Properties
Molar mass (g/mol): 184.3
Multiplicity: 2
HOMO energy (alpha / beta) (eV): -12.042 / -12.028
Net charge: +1
HOMO-LUMO gap (alpha / beta) (eV): 7.90 / 3.99
Energy (eV): -14768.781
Relative energy (zero: lowest compared OMol25 entry of this formula, charge and spin) (kcal per mole): 6.8

CARTESIAN COORDINATES (ANGSTROEM)
C (2.23536, -0.65718, 0.46485)
C (1.82124, 2.11026, -1.98777)
C (2.44256, 1.32392, -1.06743)
C (0.93650, 1.51060, -2.94520)
C (1.95990, 0.00892, -0.79916)
C (0.55265, 0.19301, -2.79728)
C (1.00199, -0.53603, -1.71006)
H (2.11891, 3.14131, -2.12647)
H (3.15972, 1.83864, -0.43980)
H (0.63794, 2.12843, -3.78346)
H (-0.15703, -0.28291, -3.46175)
H (2.07537, -1.73656, 0.36172)
H (1.60969, -0.32977, 1.29370)
H (0.58436, -1.51372, -1.51732)
H (3.28220, -0.48801, 0.73766)
C (-0.63688, -0.41428, 3.30922)
C (-2.56955, -0.43721, -0.51994)
C (-1.64802, 0.51782, -0.20261)
C (-2.78494, -1.53628, 0.33949)
C (-1.06000, 0.53675, 1.07763)
C (-2.24149, -1.49239, 1.59834)
C (-1.35451, -0.45584, 1.98104)
H (-3.01999, -0.39278, -1.50566)
H (-1.45243, 1.34751, -0.87593)
H (-3.33863, -2.42178, 0.08557)
H (-0.47066, 1.42769, 1.27586)
H (-2.43443, -2.26865, 2.32942)
H (0.40966, -0.25191, 3.05678)
H (-0.79131, -1.31988, 3.89379)
H (-0.86817, 0.45031, 3.93475)

The molecule's Löwdin atomic charges, reported in e, are given here: atom 1 (C): 0.006, atom 2 (C): 0.006, atom 3 (C): 0.015, atom 4 (C): 0.039, atom 5 (C): -0.160, atom 6 (C): -0.032, atom 7 (C): 0.045, atom 8 (H): 0.130, atom 9 (H): 0.136, atom 10 (H): 0.135, atom 11 (H): 0.132, atom 12 (H): 0.113, atom 13 (H): 0.087, atom 14 (H): 0.139, atom 15 (H): 0.115, atom 16 (C): -0.036, atom 17 (C): -0.089, atom 18 (C): -0.118, atom 19 (C): -0.061, atom 20 (C): -0.079, atom 21 (C): -0.033, atom 22 (C): -0.271, atom 23 (H): 0.106, atom 24 (H): 0.102, atom 25 (H): 0.107, atom 26 (H): 0.120, atom 27 (H): 0.116, atom 28 (H): 0.056, atom 29 (H): 0.085, atom 30 (H): 0.091

Entry 4:
Molecular formula: C14H16Br2
Method: DFT, ωB97M-V/def2-TZVPD

Properties
Molar mass (g/mol): 344.1
Multiplicity: 1
HOMO energy (eV): -9.298
HOMO-LUMO gap (eV): 9.68
Energy (eV): -154861.669
Relative energy (zero: lowest compared OMol25 entry of this formula, charge and spin) (kcal per mole): 17.4

CARTESIAN COORDINATES (ANGSTROEM)
Br (-18.22394, -4.47561, -22.38952)
C (-19.53225, -3.15420, -21.77516)
C (-20.99397, -3.44133, -22.21953)
Br (-20.99342, -3.21193, -24.20613)
H (-19.22517, -2.17087, -22.13133)
H (-19.51192, -3.20688, -20.68662)
H (-21.75701, -2.75311, -21.85590)
H (-21.22932, -4.45654, -21.90005)
C (-24.44380, -4.93604, -14.75762)
C (-25.49444, -4.19359, -15.20417)
C (-25.97922, -4.33616, -16.49126)
C (-25.36812, -5.26987, -17.35236)
C (-24.22536, -5.94478, -16.88374)
C (-23.71361, -5.77492, -15.57367)
H (-24.17255, -4.77330, -13.72498)
H (-25.99417, -3.58253, -14.46709)
H (-26.88660, -3.82103, -16.76999)
H (-25.83505, -5.30199, -18.32568)
H (-23.68749, -6.63322, -17.51867)
H (-22.84447, -6.30625, -15.21494)
C (-25.10247, 2.11101, -19.53827)
C (-24.98910, 1.51435, -20.82371)
C (-24.47381, 2.22887, -21.93786)
C (-24.06358, 3.54883, -21.67489)
C (-24.20041, 4.16115, -20.40219)
C (-24.63314, 3.41134, -19.34956)
H (-25.34453, 1.51826, -18.66852)
H (-25.25200, 0.47104, -20.91751)
H (-24.42806, 1.79879, -22.92748)
H (-23.61613, 4.08038, -22.50172)
H (-23.91900, 5.19787, -20.29077)
H (-24.74289, 3.95163, -18.42088)

The molecule's Löwdin atomic charges, reported in e, are given here: atom 1 (Br): 0.579, atom 2 (C): -0.711, atom 3 (C): -0.616, atom 4 (Br): 0.544, atom 5 (H): 0.045, atom 6 (H): 0.050, atom 7 (H): 0.052, atom 8 (H): 0.055, atom 9 (C): -0.126, atom 10 (C): -0.118, atom 11 (C): -0.093, atom 12 (C): -0.081, atom 13 (C): -0.087, atom 14 (C): -0.078, atom 15 (H): 0.101, atom 16 (H): 0.102, atom 17 (H): 0.097, atom 18 (H): 0.094, atom 19 (H): 0.090, atom 20 (H): 0.099, atom 21 (C): -0.084, atom 22 (C): -0.086, atom 23 (C): -0.081, atom 24 (C): -0.089, atom 25 (C): -0.101, atom 26 (C): -0.122, atom 27 (H): 0.094, atom 28 (H): 0.087, atom 29 (H): 0.094, atom 30 (H): 0.091, atom 31 (H): 0.098, atom 32 (H): 0.099

Entry 5:
Molecular formula: C14H16BrF5NO2S
Method: DFT, ωB97M-V/def2-TZVPD

Properties
Molar mass (g/mol): 437.2
Multiplicity: 1
HOMO energy (eV): -10.999
Net charge: +1
HOMO-LUMO gap (eV): 5.94
Energy (eV): -114819.966

CARTESIAN COORDINATES (ANGSTROEM)
C (3.55296, -2.97602, -0.47822)
C (2.37879, -3.93680, -0.42184)
C (1.41879, -3.81768, -1.59138)
Br (0.39179, -5.43332, -1.79905)
S (0.31995, -2.35978, -1.37402)
C (1.18631, -1.01791, -2.23168)
C (0.57303, 0.36316, -1.98473)
C (-0.00457, 0.56649, -0.60784)
F (-1.25711, 0.11409, -0.56128)
F (0.70778, 0.00185, 0.33493)
F (-0.06117, 1.85854, -0.34380)
C (-1.22272, -2.70949, -2.40546)
O (-1.09958, -3.16184, -3.50403)
N (-2.47844, -2.43471, -1.79705)
C (-2.68352, -3.23291, -0.62104)
O (-3.02231, -4.38155, -0.65855)
F (-2.44912, -2.59425, 0.50094)
H (4.15622, -3.13881, -1.35577)
H (3.26570, -1.94171, -0.35530)
H (4.17574, -3.21082, 0.37025)
H (1.88182, -3.90994, 0.53549)
H (2.79542, -4.92771, -0.50884)
H (1.98471, -3.63193, -2.48898)
H (1.11898, -1.22862, -3.28965)
H (2.23025, -1.03797, -1.97046)
H (-0.16673, 0.60777, -2.72728)
H (1.36542, 1.08567, -2.08793)
H (-2.55354, -1.45338, -1.51896)
F (-1.21406, 6.95886, 4.53692)
C (-1.29474, 5.89346, 3.72430)
C (-2.17033, 4.87351, 4.04030)
C (-2.25313, 3.77680, 3.19640)
C (-1.45921, 3.71018, 2.05938)
C (-0.58331, 4.74488, 1.76230)
C (-0.49985, 5.84932, 2.59633)
H (-2.77472, 4.94317, 4.93447)
H (-2.93890, 2.97326, 3.42756)
H (-1.52521, 2.85264, 1.40568)
H (0.03812, 4.69355, 0.87820)
H (0.17050, 6.66998, 2.37968)

The molecule's Löwdin atomic charges, reported in e, are given here: atom 1 (C): -0.078, atom 2 (C): -0.336, atom 3 (C): -0.857, atom 4 (Br): 0.873, atom 5 (S): 1.193, atom 6 (C): -0.276, atom 7 (C): -0.072, atom 8 (C): -0.714, atom 9 (F): 0.137, atom 10 (F): 0.174, atom 11 (F): 0.174, atom 12 (C): -0.544, atom 13 (O): 0.156, atom 14 (N): 0.151, atom 15 (C): -0.525, atom 16 (O): 0.199, atom 17 (F): 0.169, atom 18 (H): 0.090, atom 19 (H): 0.063, atom 20 (H): 0.090, atom 21 (H): 0.119, atom 22 (H): 0.104, atom 23 (H): 0.081, atom 24 (H): 0.111, atom 25 (H): 0.093, atom 26 (H): 0.140, atom 27 (H): 0.144, atom 28 (H): 0.137, atom 29 (F): 0.070, atom 30 (C): -0.285, atom 31 (C): -0.011, atom 32 (C): -0.082, atom 33 (C): -0.107, atom 34 (C): -0.087, atom 35 (C): -0.013, atom 36 (H): 0.121, atom 37 (H): 0.104, atom 38 (H): 0.076, atom 39 (H): 0.099, atom 40 (H): 0.120

Entry 6:
Molecular formula: C14H16BrNO5
Method: DFT, ωB97M-V/def2-TZVPD

Properties
Molar mass (g/mol): 358.2
Multiplicity: 1
HOMO energy (eV): -9.769
HOMO-LUMO gap (eV): 9.42
Energy (eV): -96545.921

CARTESIAN COORDINATES (ANGSTROEM)
O (-0.26064, 2.16758, 0.42270)
C (-0.25408, 1.80422, -0.72421)
N (-1.21466, 2.12084, -1.67927)
C (-1.03723, 1.48052, -2.90393)
O (-1.78842, 1.54332, -3.83960)
C (0.23920, 0.74443, -2.74740)
C (0.93392, -0.03897, -3.64461)
C (2.12021, -0.62451, -3.20995)
C (2.59002, -0.42178, -1.92219)
C (1.89203, 0.37424, -1.01813)
C (0.71250, 0.94616, -1.44618)
H (2.25959, 0.53190, -0.01674)
H (3.50984, -0.88952, -1.60629)
H (2.68266, -1.24776, -3.88902)
H (0.56325, -0.19102, -4.64629)
O (-2.33146, 2.87784, -1.38222)
C (-3.47541, 2.08674, -1.09789)
C (-3.26401, 1.14506, 0.08688)
H (-4.23988, 0.83143, 0.48444)
O (-2.54959, 0.01230, -0.37650)
C (-2.35189, -0.99416, 0.58500)
H (-3.22876, -1.08782, 1.23898)
C (-1.11603, -0.76003, 1.46238)
O (-1.23397, -1.61571, 2.58408)
C (-0.23594, -1.47121, 3.56120)
C (0.98231, -2.36516, 3.33337)
H (1.49185, -2.56464, 4.27454)
H (0.67981, -3.30025, 2.86427)
Br (2.32870, -1.57136, 2.17346)
H (0.06658, -0.42018, 3.66423)
H (-0.70369, -1.79312, 4.49920)
H (-0.20957, -0.96995, 0.88162)
H (-1.07468, 0.28753, 1.79137)
H (-2.23354, -1.92595, 0.02619)
H (-2.70972, 1.66987, 0.87553)
H (-3.75929, 1.50092, -1.97969)
H (-4.24685, 2.82333, -0.87225)

The molecule's Löwdin atomic charges, reported in e, are given here: atom 1 (O): 0.134, atom 2 (C): -0.343, atom 3 (N): 0.028, atom 4 (C): -0.336, atom 5 (O): 0.147, atom 6 (C): -0.069, atom 7 (C): 0.011, atom 8 (C): -0.058, atom 9 (C): -0.058, atom 10 (C): -0.013, atom 11 (C): -0.073, atom 12 (H): 0.088, atom 13 (H): 0.107, atom 14 (H): 0.107, atom 15 (H): 0.123, atom 16 (O): -0.007, atom 17 (C): -0.127, atom 18 (C): -0.177, atom 19 (H): 0.131, atom 20 (O): -0.141, atom 21 (C): -0.166, atom 22 (H): 0.129, atom 23 (C): -0.192, atom 24 (O): -0.149, atom 25 (C): -0.303, atom 26 (C): -0.550, atom 27 (H): 0.056, atom 28 (H): 0.067, atom 29 (Br): 0.650, atom 30 (H): 0.120, atom 31 (H): 0.127, atom 32 (H): 0.094, atom 33 (H): 0.117, atom 34 (H): 0.134, atom 35 (H): 0.126, atom 36 (H): 0.131, atom 37 (H): 0.135